1.
# C20H21BN2OS

A 2-piece molecular cluster, C20H21BN2OS overall in a non-equilibrium geometry (ωB97M-V/def2-TZVPD, the OMol25 dataset).

```
46
Properties=species:S:1:pos:R:3:mulliken_charge:R:1
C 4.55526 2.90810 3.35802 -1.47
C 3.61239 1.83190 2.80139 0.12
C 3.47929 1.78683 1.29010 0.37
C 4.47259 2.30711 0.46865 -0.51
C 4.37299 2.25535 -0.91444 -0.89
C 3.27194 1.64806 -1.48471 -0.68
C 2.27203 1.11081 -0.67396 0.78
C 2.34589 1.17858 0.71060 -0.32
N 1.36450 0.66936 1.61280 -0.10
C 0.19609 0.01279 1.11945 -0.08
C -0.11200 -0.20406 -0.21500 0.35
C -1.28990 -0.84962 -0.58580 -0.17
C -2.18035 -1.29431 0.37554 -0.42
C -1.87723 -1.09237 1.71586 -1.04
C -0.69960 -0.45089 2.09583 0.28
B -0.38868 -0.25028 3.63699 0.58
N -1.04499 0.84741 4.40542 -0.72
O 0.46626 -1.07403 4.28365 -0.59
S 0.93623 0.32631 -1.53680 -0.49
H 5.47865 2.47131 3.72523 0.30
H 4.77193 3.69918 2.65194 0.45
H 4.08697 3.36139 4.22839 0.36
H 3.91795 0.84640 3.14713 0.35
H 2.62471 1.97841 3.22541 0.14
H 5.34081 2.77277 0.90443 0.39
H 5.13662 2.67705 -1.54817 0.40
H 3.16206 1.58407 -2.55621 0.40
H 1.04032 1.46270 2.15584 0.28
H -1.49202 -0.99564 -1.63788 0.29
H -3.09824 -1.79287 0.10479 0.42
H -2.55981 -1.42422 2.48644 0.36
H -0.83224 1.73370 3.95191 0.27
H -2.04503 0.74184 4.24288 0.28
H 0.64318 -0.67979 5.14780 0.31
C -4.21748 -1.56212 -3.37725 -0.22
C -3.53178 -2.75261 -3.17935 -0.03
C -3.47171 -3.69805 -4.19360 -0.62
C -4.10147 -3.45381 -5.40595 -0.33
C -4.79279 -2.26605 -5.60226 -0.38
C -4.84996 -1.31960 -4.58882 -0.48
H -4.25899 -0.82245 -2.58711 0.36
H -3.04252 -2.94429 -2.23215 0.27
H -2.93400 -4.62457 -4.03917 0.36
H -4.05347 -4.18944 -6.19842 0.36
H -5.28705 -2.07760 -6.54658 0.36
H -5.38737 -0.39279 -4.74279 0.36
```

largest force on an atom	0.020	Eh/bohr
HOMO	-0.27236	hartree
SMILES	CCc1cccc2c1Nc1c(cccc1B(N)O)S2.c1ccccc1

2.
# C32H59ClN8O3PS

A 9-piece molecular cluster, C32H59ClN8O3PS overall in a non-equilibrium geometry (ωB97M-V/def2-TZVPD, the OMol25 dataset).

```
105
Properties=species:S:1:pos:R:3:mulliken_charge:R:1
O -1.60627 5.12845 -0.29257 -0.52
P -1.83934 5.08727 -1.72365 0.99
O -1.54200 3.72796 -2.41565 -0.30
O -1.08193 6.25180 -2.46440 -0.45
S -3.92397 5.62336 -1.92501 0.15
Cl -4.18279 5.90783 -3.88609 -0.02
H -1.05974 3.84991 -3.25877 0.43
H -0.13328 6.07312 -2.34951 0.38
H -4.65987 4.48509 -1.64052 0.26
C -0.14004 0.25237 1.73556 -1.02
C -0.14653 1.11035 0.47754 -0.56
C -1.37898 2.00638 0.33652 0.60
C -2.61204 1.24738 0.14705 0.17
N -3.58188 0.65110 -0.00022 -0.52
H -0.96865 -0.45922 1.73947 0.36
H 0.79040 -0.31414 1.77953 0.05
H -0.21150 0.86267 2.63746 0.46
H -0.06566 0.46309 -0.39868 0.18
H 0.73771 1.75032 0.48306 0.38
H -1.25105 2.65292 -0.52370 -0.42
H -1.47818 2.65087 1.21172 0.36
C -6.92504 0.81272 -3.63706 -1.13
C -7.84648 1.92243 -4.13255 -0.46
C -7.17340 3.30175 -4.12911 -0.27
C -6.85682 3.75166 -2.77668 0.42
N -6.65110 4.11426 -1.70382 -0.62
H -6.64151 0.96075 -2.59354 0.35
H -7.42341 -0.15197 -3.70796 0.33
H -6.01265 0.76295 -4.23472 0.30
H -8.74993 1.95142 -3.52285 0.32
H -8.16022 1.70399 -5.15333 0.32
H -7.83107 4.04148 -4.58934 0.33
H -6.25766 3.27611 -4.72296 0.27
C 0.36183 -2.59251 -0.86448 -0.73
C -0.16936 -3.08096 -2.20460 -0.72
C 0.85906 -3.92332 -2.96516 -0.54
C 2.02013 -3.12341 -3.35268 0.30
N 2.92408 -2.48940 -3.66670 -0.48
H 1.21908 -1.92625 -0.99218 0.37
H -0.41166 -2.03993 -0.33031 0.18
H 0.66920 -3.43141 -0.23866 0.24
H -0.47576 -2.22798 -2.81396 0.31
H -1.06172 -3.68542 -2.03926 0.40
H 0.40938 -4.34186 -3.86669 0.35
H 1.18622 -4.76650 -2.35515 0.30
C 2.51411 -5.30617 4.03514 -1.38
C 2.48087 -4.42833 2.79444 -0.14
C 1.23629 -3.53991 2.70634 0.73
C 0.01062 -4.31653 2.52703 0.11
N -0.95074 -4.92253 2.36774 -0.53
H 1.69069 -6.02327 4.04688 0.42
H 3.44590 -5.86606 4.07426 0.40
H 2.45087 -4.69977 4.93830 0.20
H 2.55186 -5.05517 1.90214 0.31
H 3.36058 -3.78239 2.80233 0.06
H 1.34494 -2.86087 1.85866 -0.55
H 1.15125 -2.92005 3.60071 0.35
C 3.08461 0.79321 -5.47193 -1.12
C 1.70400 0.33821 -5.92777 -0.22
C 0.85576 1.47464 -6.51818 -0.50
C 0.51444 2.49601 -5.53378 0.21
N 0.26262 3.31434 -4.77059 -0.50
H 3.01722 1.51211 -4.65298 0.32
H 3.65929 -0.06043 -5.11709 0.29
H 3.63715 1.25838 -6.29040 0.34
H 1.17933 -0.12427 -5.09014 0.13
H 1.81284 -0.42910 -6.69425 0.33
H -0.07383 1.07150 -6.92365 0.29
H 1.38320 1.94955 -7.34696 0.33
C 5.38701 -0.12469 6.01918 -1.20
C 3.99499 -0.72812 6.16583 -0.29
C 4.02257 -2.17925 6.65814 -0.41
C 4.63927 -3.07714 5.68500 0.24
N 5.10910 -3.78091 4.91057 -0.47
H 5.96952 -0.64994 5.26102 0.32
H 5.31866 0.92049 5.71948 0.35
H 5.93491 -0.16870 6.96195 0.32
H 3.46889 -0.67096 5.21096 0.17
H 3.42041 -0.13740 6.88090 0.35
H 3.00447 -2.52486 6.84809 0.29
H 4.56149 -2.24992 7.60410 0.34
C -5.40075 1.95616 2.68335 -0.97
C -5.25894 2.54362 4.08318 -0.49
C -3.84144 2.39800 4.64680 -0.25
C -3.45940 1.00395 4.86400 0.21
N -3.15494 -0.08968 5.02828 -0.44
H -5.22959 0.87970 2.68011 0.37
H -6.40409 2.13316 2.29586 0.37
H -4.68778 2.41326 1.99451 0.08
H -5.97826 2.07035 4.75254 0.32
H -5.50414 3.60708 4.05707 0.31
H -3.76680 2.92704 5.59807 0.31
H -3.12031 2.86101 3.97015 0.17
C 5.99731 -0.63249 -1.70642 -1.03
C 6.43464 -1.59316 -0.60569 -0.60
C 5.25600 -2.32584 0.04260 -0.19
C 4.37113 -1.41801 0.76867 0.20
N 3.67630 -0.69653 1.32935 -0.50
H 5.37325 0.16943 -1.30760 0.31
H 6.86642 -0.17370 -2.17717 0.37
H 5.43026 -1.15446 -2.47974 0.21
H 6.99811 -1.05128 0.15526 0.32
H 7.10858 -2.33984 -1.02713 0.36
H 5.62336 -3.07814 0.74312 0.33
H 4.67894 -2.85436 -0.71896 0.24
```

largest force on an atom	0.045	Eh/bohr
HOMO	-0.46017	hartree
charge	+1

3.
# C4H9NO

A 2-piece molecular cluster, C4H9NO overall in a non-equilibrium geometry (ωB97M-V/def2-TZVPD, the OMol25 dataset).

```
15
Properties=species:S:1:pos:R:3:mulliken_charge:R:1
C -0.95785 -0.87742 -1.17392 -0.94
C -2.32814 0.89063 -0.56267 -0.19
N -1.18064 0.37045 -0.52990 -0.26
H -1.05923 -1.71997 -0.46813 0.37
H 0.09438 -0.99206 -1.44539 0.28
H -1.64815 -1.21783 -1.95159 0.37
H -2.52152 1.90121 -0.23729 0.25
H -3.15928 0.38889 -1.06839 0.21
O 0.84658 0.15536 2.55851 -0.05
C 1.50969 0.63025 1.68140 0.28
C 2.10324 -0.21450 0.58558 -0.41
H 1.64444 1.71597 1.56961 0.38
H 3.03791 0.30034 0.36326 0.32
H 1.31495 -0.08337 -0.16362 0.00
H 2.30360 -1.24795 0.84255 0.38
```

largest force on an atom	0.047	Eh/bohr
HOMO (spin up / spin down)	-0.51272 / -0.49840	hartree
ΔE to the lowest compared entry with this formula, charge and spin	72.4	kcal per mole
charge	+1
spin multiplicity	2

4.
# C2H4N2O

One molecule with the formula C2H4N2O in a non-equilibrium geometry (ωB97M-V/def2-TZVPD, the OMol25 dataset).

```
9
Properties=species:S:1:pos:R:3:mulliken_charge:R:1
N -1.57112 0.35209 -0.08112 -0.61
C -0.37299 -0.38787 0.00263 -0.32
N 0.93009 0.18562 -0.09587 -0.34
C 2.13096 0.02925 -0.10167 0.49
O 3.25369 -0.01503 -0.03494 -0.38
H -1.90506 0.62100 0.76764 0.23
H -1.46522 1.30294 -0.58550 0.24
H -0.51961 -1.13001 -0.74380 0.33
H -0.48074 -0.95800 0.87263 0.36
```

largest force on an atom	0.132	Eh/bohr
HOMO	-0.36113	hartree
ΔE to the lowest compared entry with this formula, charge and spin	19.2	kcal per mole
SMILES	NCN=C=O

5.
# C9H14O

A 2-piece molecular cluster, C9H14O overall in a non-equilibrium geometry (ωB97M-V/def2-TZVPD, the OMol25 dataset).

```
24
Properties=species:S:1:pos:R:3:mulliken_charge:R:1
C 0.98447 1.77498 -2.89941 -1.38
C 0.92889 1.03437 -1.60188 0.42
C 0.51563 1.57618 -0.42280 -0.26
C 0.31413 0.91075 0.79346 -0.66
C 0.83932 -0.40009 0.84437 0.77
O 0.73262 -1.19755 1.92491 -0.61
C 1.42036 -0.95421 -0.30161 -0.62
C 1.42662 -0.28970 -1.49765 -0.35
H 1.30752 1.27432 -3.80159 0.36
H 1.69643 2.58956 -2.71279 0.32
H -0.03074 1.97887 -3.30460 0.30
H 0.37179 2.68066 -0.45267 0.26
H 0.02019 1.44084 1.67959 0.45
H 0.08112 -0.91910 2.58162 0.32
H 1.64622 -2.01036 -0.21160 0.34
H 1.79067 -0.77329 -2.40816 0.30
C -2.77748 -1.27401 2.02692 -0.58
C -2.90884 -0.76111 0.63105 -0.89
H -1.74782 -1.38779 2.38321 0.03
H -3.23172 -0.51724 2.68603 0.24
H -3.22599 -2.26194 2.12692 0.33
H -2.65048 0.30094 0.60484 0.24
H -2.64677 -1.35915 -0.23549 0.32
H -3.98178 -0.79949 0.31502 0.35
```

largest force on an atom	0.058	Eh/bohr
HOMO	-0.30355	hartree
ΔE to the lowest compared entry with this formula, charge and spin	26.7	kcal per mole
SMILES	Cc1ccc(O)cc1.CC

6.
# C4H10O2S

A 2-piece molecular cluster, C4H10O2S overall in a non-equilibrium geometry (ωB97M-V/def2-TZVPD, the OMol25 dataset).

```
17
Properties=species:S:1:pos:R:3:mulliken_charge:R:1
O 2.78977 0.41094 -1.57423 -0.46
C 2.47213 -0.47312 -0.82127 -0.03
C 1.15764 -1.19298 -0.96549 -0.58
C 0.08425 -0.46284 -0.14020 -0.56
C -0.65947 0.60519 -0.98867 -0.67
S -2.26932 1.02556 -0.32769 -0.25
H 3.11787 -0.72934 0.03804 0.37
H 1.23347 -2.26107 -0.74176 0.32
H 0.91369 -1.11060 -2.02310 0.33
H -0.62508 -1.16868 0.29324 0.38
H 0.56508 0.08298 0.66863 0.36
H -0.72553 0.24557 -2.01286 0.34
H 0.00035 1.46474 -1.07305 0.36
H -1.93382 1.84176 0.67572 0.09
O -1.79240 0.83483 3.16429 -0.61
H -1.92334 -0.08943 3.39764 0.31
H -2.40531 0.97649 2.43076 0.29
```

largest force on an atom	0.030	Eh/bohr
HOMO	-0.34508	hartree
ΔE to the lowest compared entry with this formula, charge and spin	29.8	kcal per mole
SMILES	O=CCCCS.O